Computed, not measured: a molecular structure, C23H23FN5O3STl, with wB97M-V/def2-TZVPD.

Structure (XYZ):
```
57
Properties=species:S:1:pos:R:3:forces:R:3
Tl -0.9551 1.4239 0.7109 0.038 -0.375 0.234
C -0.0297 -6.3778 -2.1598 -0.037 0.059 -0.049
C 0.0297 -5.9649 -0.6952 0.107 -0.043 -0.132
C 1.1620 -6.6114 0.0831 0.042 0.092 0.042
C 2.5070 -6.1837 -0.4801 -0.009 0.070 -0.018
C 2.6033 -4.6796 -0.5270 -0.067 -0.127 -0.046
C 3.8345 -4.0570 -0.5349 0.050 0.030 0.007
C 3.9238 -2.6706 -0.5336 0.240 -0.162 0.012
F 5.1351 -2.1143 -0.5249 -0.060 0.002 -0.027
C 2.8158 -1.8720 -0.5089 -0.231 0.127 0.090
C 1.5565 -2.4765 -0.5031 0.224 0.079 -0.030
C 0.3667 -1.6315 -0.4586 -0.176 -0.046 -0.162
O 0.4398 -0.3954 -0.3456 0.287 -0.026 -0.133
C -0.8876 -2.3503 -0.5510 0.136 0.095 0.154
C -0.9168 -3.7405 -0.6602 0.119 0.055 0.088
N 0.1696 -4.4742 -0.6057 0.156 -0.004 0.007
C 1.4510 -3.8742 -0.5444 -0.228 -0.222 0.022
C -2.1505 -1.5720 -0.4553 0.619 -0.630 -0.089
O -2.8992 -2.0555 -1.3437 -0.034 0.674 0.394
O -2.2315 -0.6314 0.3413 -1.045 0.446 -0.163
H -0.0953 -7.4636 -2.2301 0.011 0.021 0.008
H 0.8517 -6.0462 -2.7096 -0.012 -0.020 0.008
H -0.9094 -5.9562 -2.6484 0.024 -0.007 0.009
H -0.9149 -6.2091 -0.2124 -0.054 0.110 0.042
H 1.0468 -7.6932 0.0395 -0.022 0.000 -0.009
H 1.0911 -6.3142 1.1324 -0.010 -0.046 0.010
H 2.6486 -6.5943 -1.4824 0.031 0.006 -0.004
H 3.3180 -6.5748 0.1325 0.021 0.006 0.001
H 4.7456 -4.6434 -0.5336 -0.021 0.023 0.026
H 2.9027 -0.7958 -0.4753 -0.006 -0.015 -0.019
H -1.8589 -4.2626 -0.7622 -0.027 0.032 0.030
S -2.0431 1.8718 3.2156 0.237 0.427 -0.314
C -1.4805 3.5042 3.2775 -0.225 -0.575 -0.055
N -1.9131 4.2673 4.3132 -0.028 0.222 0.205
C -1.4960 5.5366 4.5155 -0.128 -0.143 0.046
C -0.6242 6.0894 3.6297 0.063 0.106 0.002
C -0.2508 5.2887 2.5489 -0.028 -0.261 -0.178
N -0.6574 4.0368 2.3729 0.148 0.251 0.036
H -2.5729 3.8560 4.9636 0.017 -0.043 0.008
H -1.8968 6.0469 5.3800 0.010 -0.017 0.014
H -0.2529 7.0944 3.7577 -0.026 -0.011 -0.031
H 0.4080 5.6794 1.7816 0.015 -0.006 0.016
C 0.7702 6.4280 -1.7307 -0.077 -0.104 -0.099
C -0.2000 5.3328 -1.4298 0.236 0.107 0.130
C -1.5761 5.3014 -1.4495 -0.174 -0.009 -0.079
C -1.9412 3.9911 -1.1033 -0.102 -0.050 -0.019
N -0.8479 3.2594 -0.8867 -0.095 0.057 -0.070
N 0.2009 4.1003 -1.0587 -0.034 -0.126 0.059
C -3.3118 3.4070 -0.9805 0.101 0.045 0.001
H 0.3339 7.3932 -1.4831 0.007 -0.002 0.015
H 1.0156 6.4422 -2.7934 -0.006 -0.014 0.002
H 1.7004 6.3073 -1.1754 -0.022 0.000 0.014
H -2.2354 6.1096 -1.7228 0.030 -0.031 0.048
H 1.1430 3.7481 -1.0272 0.008 -0.009 -0.034
H -3.9049 3.9508 -0.2451 0.011 -0.008 0.005
H -3.2795 2.3545 -0.6906 -0.014 -0.003 -0.019
H -3.8378 3.4650 -1.9329 0.012 -0.003 -0.006
```
Forces are in eV/Å.

- Energy relative to the best compared isomer or geometry (same formula, charge and spin): 2.380 eV
- E_LUMO (spin up / spin down): -7.9168 / -8.1483 eV
- Net charge: +2
- E_tot: -2059.7572 hartree

---

Computed, not measured: a molecular structure, H8LiO4, with wB97M-V/def2-TZVPD.

Structure (XYZ):
```
13
Properties=species:S:1:pos:R:3:forces:R:3
Li 0.1659 -0.0268 -0.0333 2.331 -1.399 0.222
O 0.7342 -0.1500 1.3579 3.342 -0.982 4.951
H 0.1409 -0.7789 1.7688 -0.084 -0.282 0.431
H 1.1879 0.2661 2.0909 0.445 -0.073 0.221
O -0.9244 0.8215 0.3482 -6.740 5.178 1.465
H -0.4447 1.5141 0.8025 -0.182 0.513 0.309
H -1.8446 1.0705 0.4348 -0.350 0.205 -0.232
O 0.8584 0.4073 -1.2581 3.477 2.209 -4.905
H 1.5359 1.0693 -1.3962 0.228 0.350 -0.218
H 0.9831 -0.2166 -1.9733 0.394 -0.150 -0.340
O -0.4285 -1.3035 -0.5880 -2.104 -4.749 -1.475
H -1.1873 -1.6533 -0.1210 -0.319 -0.567 -0.035
H -0.7767 -1.0197 -1.4332 -0.438 -0.253 -0.394
```
Forces are in eV/Å.

- Energy relative to the best compared isomer or geometry (same formula, charge and spin): 5.050 eV
- E_LUMO: -3.7527 eV
- Net charge: +1
- E_tot: -312.9860 hartree

---

Computed, not measured: a gas-phase ion, C4H12N3S (charge -2), with wB97M-V/def2-TZVPD.

Structure (XYZ):
```
20
Properties=species:S:1:pos:R:3:forces:R:3
C 0.5466 1.2466 -0.4591 -0.532 -0.042 0.421
N -0.2244 0.8508 -1.6183 0.024 0.095 0.122
C -1.6723 0.6683 -1.4495 0.437 -0.365 0.010
N -2.5064 1.7082 -1.9830 -0.452 -0.049 -0.284
C 0.6189 0.2337 0.7583 0.895 1.271 -2.502
C 0.9680 -1.1626 0.2922 -0.870 -1.391 1.928
S 0.4991 -2.3944 1.6308 0.068 -0.077 0.070
N 1.6245 0.8150 1.6573 -0.480 -0.084 0.592
H 1.5285 1.6040 -0.7856 0.187 -0.310 0.126
H 0.0464 2.1138 -0.0250 0.030 0.288 -0.119
H 0.1875 0.0595 -2.0893 -0.004 -0.071 0.099
H -1.8928 -0.3155 -1.8685 -0.304 0.147 -0.363
H -1.9554 0.4884 -0.4108 0.193 0.284 0.195
H -2.2790 1.9175 -2.9556 0.055 0.003 0.105
H -2.4557 2.5779 -1.4540 0.115 -0.038 0.070
H -0.3820 0.3115 1.1673 0.041 -0.486 0.514
H 2.0341 -1.3591 0.2379 0.263 0.576 -0.648
H 0.4318 -1.5200 -0.5792 0.122 0.402 -0.344
H 2.5123 0.3937 1.4063 0.047 0.016 0.083
H 1.4204 0.4866 2.5973 0.163 -0.169 -0.074
```
Forces are in eV/Å.

- Energy relative to the best compared isomer or geometry (same formula, charge and spin): 1.403 eV
- E_LUMO (spin up / spin down): 5.8748 / 5.8137 eV
- Net charge: -2
- <S²>: 0.7505
- E_tot: -721.9238 hartree
- Multiplicity: 2

---

Computed, not measured: a molecular structure, Be4Br9, with wB97M-V/def2-TZVPD.

Structure (XYZ):
```
13
Properties=species:S:1:pos:R:3:forces:R:3
Be 0.0457 -3.3393 -1.8122 0.117 -0.091 0.088
Be -2.6833 0.5041 -2.2868 0.001 0.878 -0.715
Be 2.7796 -1.0841 2.5314 1.784 2.624 -2.352
Be -1.4155 4.3114 1.8496 0.935 -2.911 2.091
Br 4.4970 -0.9974 0.8852 1.128 -7.842 -2.255
Br 1.7949 -4.0282 -1.7367 2.087 0.311 0.316
Br 3.7469 1.0551 1.9577 -3.131 5.885 4.380
Br -1.4919 5.1693 0.1626 -0.212 0.770 -0.819
Br -3.7295 -1.1213 -2.6059 0.145 -0.049 0.281
Br -1.4126 -4.4635 -2.2641 -2.149 -0.275 -0.363
Br -2.0152 2.3295 -2.8205 -0.144 -0.763 0.459
Br 0.8095 -0.9268 3.0011 0.164 -0.675 0.170
Br -0.9257 2.5913 3.1384 -0.725 2.138 -1.280
```
Forces are in eV/Å.

- E_LUMO: 1.0195 eV
- Net charge: -1
- E_tot: -23225.5615 hartree

---

Computed, not measured: a single C5H9N3O molecule, with wB97M-V/def2-TZVPD.

Structure (XYZ):
```
18
Properties=species:S:1:pos:R:3:forces:R:3
C -0.9843 -0.7544 -1.3355 -0.020 0.392 0.722
C -0.9306 0.3415 -0.2573 0.205 1.490 -0.734
C -1.2575 -0.0902 1.1282 -0.278 -0.954 1.212
N -0.6133 -0.1969 2.2318 0.762 0.647 -1.652
O 0.7650 0.3096 1.9975 -0.219 -0.316 0.784
C 1.5814 -0.6192 1.4054 -0.593 0.185 0.107
N 1.9440 -0.5812 0.2054 0.368 0.246 -0.659
N 1.5648 0.4322 -0.6207 0.331 -0.335 -0.216
C 0.3460 1.1843 -0.3996 0.963 1.217 0.579
H -0.6914 -0.3850 -2.3142 -0.168 0.283 -0.039
H -0.3004 -1.5286 -1.0812 0.609 -0.774 0.193
H -1.9671 -1.1811 -1.3762 -0.558 -0.245 -0.199
H -1.7134 1.0742 -0.5265 -0.088 -0.323 0.280
H -2.2748 -0.4219 1.2999 -0.309 -0.054 -0.163
H 1.9716 -1.4165 1.9888 0.047 -0.555 0.715
H 1.7331 0.1198 -1.5629 -0.133 0.174 -0.074
H 0.2634 1.8623 -1.2661 -0.135 -0.406 0.141
H 0.5635 1.8512 0.4831 -0.783 -0.672 -0.997
```
Forces are in eV/Å.

- Energy relative to the best compared isomer or geometry (same formula, charge and spin): 4.235 eV
- E_LUMO: 0.7252 eV
- SMILES string: C[C@H]1/C=N\O/C=N\NC1
- E_tot: -435.3021 hartree

---

Max |F| across the listed records, respectively: 1.1, 8.6, 2.9, 8.2, 1.9 eV/A.